[1]
{"formula": "C28H50BBaF4N2O12", "method": "ωB97M-V/def2-TZVPD", "total_energy_ev": -69626.73597, "charge": 1, "homo_ev": -10.97, "gap_ha": 0.2626, "species": ["Ba", "B", "F", "F", "F", "F", "C", "C", "C", "C", "C", "C", "N", "O", "O", "H", "H", "H", "H", "H", "C", "C", "C", "C", "C", "C", "N", "O", "O", "H", "H", "H", "H", "H", "C", "O", "C", "C", "O", "C", "H", "H", "H", "H", "H", "H", "H", "H", "H", "H", "C", "O", "C", "C", "O", "C", "H", "H", "H", "H", "H", "H", "H", "H", "H", "H", "C", "O", "C", "C", "O", "C", "H", "H", "H", "H", "H", "H", "H", "H", "H", "H", "C", "O", "C", "C", "O", "C", "H", "H", "H", "H", "H", "H", "H", "H", "H", "H"], "coordinates": [[-4.1503, -0.4409, 0.5699], [-1.0109, 0.0204, 0.4017], [0.3345, 0.3955, 0.5259], [-1.6451, -0.0321, 1.6040], [-1.7189, 0.8611, -0.4540], [-1.1123, -1.2454, -0.0990], [2.4081, -1.7448, -1.8527], [3.6402, -1.7791, -2.5613], [4.0414, -2.8903, -3.3287], [3.2864, -4.1085, -3.2533], [2.1936, -4.0862, -2.4153], [1.6953, -2.9172, -1.8406], [3.5717, -5.3150, -4.0962], [4.3129, -5.1763, -5.0420], [3.1279, -6.4067, -3.6644], [1.8589, -0.8781, -1.5157], [4.2648, -0.9009, -2.4907], [5.0150, -2.8079, -3.7890], [1.5789, -4.9673, -2.3043], [0.7188, -3.0340, -1.3943], [2.7985, -1.7892, 1.2699], [4.0188, -2.2786, 1.6596], [4.1313, -3.3522, 2.5077], [2.9854, -4.1551, 2.8434], [1.7213, -3.6837, 2.4520], [1.5881, -2.5027, 1.6630], [3.1643, -5.3623, 3.6244], [4.1934, -5.5085, 4.2779], [2.2006, -6.1636, 3.4654], [2.4989, -0.9497, 0.6602], [4.8872, -1.7523, 1.2917], [5.1353, -3.7040, 2.6939], [0.7711, -4.1199, 2.7224], [0.6789, -2.1122, 1.2303], [-3.8525, 3.0934, 1.7531], [-4.3192, 2.3828, 0.5664], [-4.1137, 3.0146, -0.6845], [-4.8434, 2.2064, -1.8270], [-4.3100, 0.8943, -1.7662], [-3.9940, 0.4377, -3.0722], [-4.4367, 2.8290, 2.6345], [-4.1767, 4.1166, 1.5634], [-2.7810, 2.9605, 1.9025], [-3.0646, 3.1705, -0.9358], [-4.5148, 4.0212, -0.5671], [-4.6506, 2.6641, -2.7972], [-5.8957, 2.0512, -1.5887], [-3.4233, -0.4705, -2.8785], [-3.5371, 1.0103, -3.8794], [-4.9594, 0.2488, -3.5416], [-6.9689, -0.9248, -2.0386], [-5.8382, -1.6507, -1.5927], [-5.6078, -2.8435, -2.3061], [-4.6546, -3.7856, -1.4909], [-3.6844, -3.0640, -0.8189], [-2.3254, -3.7126, -0.7878], [-7.3584, -0.3138, -1.2243], [-7.8765, -1.4947, -2.2378], [-6.8949, -0.3823, -2.9811], [-5.2289, -2.6288, -3.3053], [-6.5555, -3.3790, -2.2492], [-4.2808, -4.3963, -2.3127], [-5.2243, -4.4509, -0.8420], [-1.8436, -3.2990, -1.6738], [-2.4425, -4.7936, -0.8645], [-1.7883, -3.4412, 0.1210], [2.5198, 7.4589, -1.3400], [2.6728, 6.4113, -2.3607], [1.4471, 5.8505, -2.8989], [0.8134, 4.7180, -2.1466], [1.0035, 4.8642, -0.7085], [0.2628, 3.8082, 0.0564], [2.1617, 6.9850, -0.4261], [1.9569, 8.3087, -1.7260], [3.5268, 7.7883, -1.0838], [1.7294, 5.5215, -3.8989], [0.7441, 6.6577, -3.1047], [1.4456, 3.8417, -2.2903], [-0.1986, 4.5520, -2.5157], [0.4143, 3.9788, 1.1222], [0.6972, 2.8235, -0.1160], [-0.7896, 3.8844, -0.2170], [5.2462, 2.6782, 4.8117], [4.1823, 1.7909, 5.2120], [3.8993, 0.7662, 4.2628], [2.7947, -0.2548, 4.7254], [1.4948, 0.3010, 5.0713], [0.9370, 0.8757, 3.8995], [5.3653, 2.9133, 3.7540], [6.1783, 2.1403, 4.9849], [5.0617, 3.5160, 5.4841], [4.8038, 0.2009, 4.0382], [3.6790, 1.2152, 3.2943], [3.2704, -0.7204, 5.5885], [2.7880, -1.1143, 4.0552], [-0.1022, 1.0386, 4.1853], [0.8753, 0.1935, 3.0516], [1.3805, 1.8245, 3.5978]], "forces_ev_per_a": [[0.7, 0.0, -1.0], [2.7, 0.7, -1.0], [-0.7, 0.0, 0.0], [-1.6, 0.5, 2.4], [-0.7, 0.6, -0.2], [-0.3, -1.8, -1.0], [0.1, -0.8, -1.6], [-0.8, -0.2, 0.2], [-0.3, -0.4, 1.2], [0.3, 1.9, 0.0], [-0.8, -0.7, -0.6], [0.2, -0.9, 0.1], [0.3, -1.3, 1.9], [-0.5, 0.0, 0.1], [0.5, 2.2, -1.1], [0.7, 0.4, 0.3], [0.2, 0.0, -0.4], [-0.2, -0.3, -0.5], [0.1, -0.2, -0.2], [0.0, 0.4, 0.3], [-3.9, -1.6, 0.7], [0.0, 1.3, -0.3], [-0.8, -2.1, -0.2], [1.1, 3.0, -0.6], [-0.6, 1.3, -0.9], [3.5, -0.3, 0.3], [-1.3, -1.2, -0.5], [-1.7, -0.2, -0.8], [2.4, 1.0, 1.1], [1.1, 0.3, -0.1], [0.3, -0.1, 0.2], [-0.1, -0.2, 0.5], [0.3, -0.7, 0.2], [-0.3, -0.3, 0.5], [-0.8, 0.6, -1.2], [0.0, -1.7, 0.8], [-0.8, 0.7, -0.8], [0.6, 0.6, 2.5], [1.1, 0.8, -0.8], [-0.9, -2.0, -0.3], [0.1, -0.7, -0.2], [0.7, 0.4, 0.2], [-0.1, 0.2, -0.1], [0.2, -0.5, 0.1], [-0.3, 0.2, -0.4], [-0.2, 0.1, 0.2], [-0.3, 0.8, -0.3], [-0.1, -0.1, -0.6], [0.8, 1.1, 1.1], [-0.1, -0.8, -0.1], [-1.4, 0.1, 0.1], [-0.2, 1.0, 0.5], [0.1, -1.0, 1.6], [-1.2, 0.4, -1.8], [1.8, 0.2, 1.2], [-1.3, 0.5, -0.6], [0.6, 0.6, 0.0], [0.2, -1.1, 0.1], [0.8, 0.3, 0.2], [-0.1, -0.1, -0.1], [-0.1, -0.2, -1.0], [0.6, -0.4, 0.2], [0.0, 0.2, 0.3], [0.4, -0.3, 0.2], [0.0, 0.1, 0.0], [-0.3, 0.1, -0.2], [0.6, -1.6, -0.6], [-0.9, 0.2, 0.4], [1.0, 1.8, -0.1], [2.1, -1.0, 1.7], [-2.1, -0.7, 0.6], [1.4, 1.5, -1.0], [-0.6, 0.4, -0.1], [-0.3, -0.1, 0.2], [0.1, 0.0, -0.4], [0.0, -0.4, 0.0], [-0.3, 0.3, 0.4], [-0.4, -0.5, -0.9], [-0.3, 0.0, 0.4], [-0.1, 0.5, -0.1], [-0.2, -0.1, -0.5], [-0.1, -0.3, 0.1], [-0.2, -1.3, 0.9], [-0.5, -0.3, -1.0], [-0.5, 0.0, -0.2], [1.3, 1.1, 1.1], [2.0, -0.7, -1.4], [-1.3, -0.2, 0.7], [-1.0, 0.4, -0.2], [0.4, 0.3, 0.6], [0.7, 0.2, -0.5], [0.2, -0.5, 0.3], [-0.5, 0.3, -0.2], [-0.6, 0.3, 0.7], [-0.6, 0.3, -0.7], [-0.1, 0.4, -0.1], [0.5, -0.2, -0.1], [0.2, 0.0, 0.1]]}

[2]
{"formula": "C28H50Cl16O9", "method": "ωB97M-V/def2-TZVPD", "total_energy_ev": -248637.02582, "smiles": "C[C@H]1COC(=O)O1.C[C@H]1COC(=O)O1.C[C@H]1COC(=O)O1.ClCCCl.ClCCCl.ClCCCl.ClCCCl.ClCCCl.ClCCCl.ClCCCl.ClCCCl", "homo_ev": -10.38, "gap_ha": 0.3865, "species": ["C", "C", "C", "O", "C", "O", "O", "H", "H", "H", "H", "H", "H", "C", "C", "C", "O", "C", "O", "O", "H", "H", "H", "H", "H", "H", "C", "C", "C", "O", "C", "O", "O", "H", "H", "H", "H", "H", "H", "Cl", "C", "C", "Cl", "H", "H", "H", "H", "Cl", "C", "C", "Cl", "H", "H", "H", "H", "Cl", "C", "C", "Cl", "H", "H", "H", "H", "Cl", "C", "C", "Cl", "H", "H", "H", "H", "Cl", "C", "C", "Cl", "H", "H", "H", "H", "Cl", "C", "C", "Cl", "H", "H", "H", "H", "Cl", "C", "C", "Cl", "H", "H", "H", "H", "Cl", "C", "C", "Cl", "H", "H", "H", "H"], "coordinates": [[2.0742, -1.0773, -3.4030], [3.3997, -0.6373, -3.9903], [3.4922, -0.6810, -5.5086], [4.3138, 0.4789, -5.7427], [4.1706, 1.3432, -4.7242], [4.4918, 2.4871, -4.7675], [3.6293, 0.7338, -3.6543], [1.9669, -1.0408, -2.3189], [1.9031, -2.1384, -3.6140], [1.2670, -0.4949, -3.8509], [4.1799, -1.2805, -3.5744], [2.5348, -0.6917, -6.0305], [4.0721, -1.5377, -5.8451], [-0.9949, 2.6252, -1.4264], [-0.1899, 3.0846, -2.6278], [0.7062, 1.9761, -3.2491], [0.3987, 1.9872, -4.6296], [-0.6453, 2.8360, -4.8567], [-1.0339, 3.1429, -5.9340], [-1.1039, 3.3225, -3.7058], [-1.6536, 3.4029, -1.0266], [-0.4125, 2.3897, -0.5381], [-1.6360, 1.7744, -1.6594], [0.4179, 3.9817, -2.5057], [0.4074, 1.0715, -2.7187], [1.7569, 2.2251, -3.1263], [2.4211, -3.1887, 2.8873], [2.5962, -2.6702, 1.4733], [3.6190, -3.3374, 0.5637], [2.8638, -3.5815, -0.6356], [1.5467, -3.3834, -0.4263], [0.6869, -3.5754, -1.2386], [1.3377, -2.9300, 0.8145], [3.2512, -2.8776, 3.5243], [2.3187, -4.2729, 2.8527], [1.5497, -2.7198, 3.3392], [2.7301, -1.5855, 1.4945], [3.9387, -4.2909, 0.9883], [4.4484, -2.6821, 0.3172], [0.6497, -0.1022, -0.0385], [-0.8998, -0.5979, 0.6186], [-1.3277, 0.2392, 1.8090], [-0.3548, -0.1445, 3.2786], [-0.8323, -1.6525, 0.8835], [-1.6691, -0.5171, -0.1519], [-2.3773, 0.0132, 1.9868], [-1.1823, 1.2942, 1.5935], [-4.2395, 1.9272, -2.8430], [-4.9600, 0.6486, -1.8609], [-5.5491, 1.1207, -0.5620], [-4.3017, 1.5817, 0.6146], [-4.2149, -0.1197, -1.6476], [-5.6831, 0.1548, -2.5086], [-6.1424, 0.3493, -0.0769], [-6.1843, 1.9864, -0.7475], [-0.9183, -6.1378, 1.2370], [-1.8520, -5.0111, 2.2992], [-0.9666, -4.1605, 3.1664], [-0.1143, -5.1556, 4.3642], [-2.4677, -5.7060, 2.8605], [-2.4689, -4.3677, 1.6734], [-1.5497, -3.4316, 3.7316], [-0.3233, -3.4976, 2.5888], [1.8586, 3.6325, 0.0925], [2.9923, 2.3909, 0.7005], [3.5478, 1.6864, -0.5244], [4.5591, 0.2968, -0.1052], [2.4367, 1.7481, 1.3764], [3.7874, 2.8562, 1.2774], [4.1231, 2.3615, -1.1565], [2.7258, 1.3758, -1.1695], [1.1683, 7.7036, 2.8304], [0.9175, 5.9743, 3.0947], [-0.5427, 5.6355, 2.8767], [-0.8295, 3.8521, 2.7731], [1.2339, 5.8169, 4.1206], [1.5405, 5.3977, 2.4176], [-0.9519, 6.0435, 1.9579], [-1.1578, 5.9705, 3.7077], [-1.5186, -0.3659, -3.0136], [-1.6043, -2.1637, -2.8227], [-2.5197, -2.8154, -3.8388], [-4.2016, -2.3099, -3.6693], [-1.9899, -2.3453, -1.8218], [-0.5975, -2.5647, -2.8908], [-2.4068, -3.8994, -3.8544], [-2.1954, -2.5529, -4.8489], [2.9848, 3.4031, 3.9978], [2.0819, 2.1461, 4.8776], [2.9718, 0.9398, 5.0956], [3.3953, 0.2032, 3.5050], [1.1307, 1.9328, 4.3969], [1.8061, 2.5475, 5.8559], [2.3860, 0.1905, 5.6262], [3.8950, 1.1879, 5.6056], [-3.8015, -2.0819, 3.9910], [-5.0761, -1.1947, 3.1529], [-5.5865, -2.0233, 1.9863], [-4.4214, -2.0665, 0.6570], [-4.6917, -0.2273, 2.8428], [-5.8784, -1.0177, 3.8679], [-6.4819, -1.5748, 1.5449], [-5.9808, -2.9914, 2.2921]], "forces_ev_per_a": [[-0.4, -0.4, -0.4], [-0.8, -1.1, 1.0], [0.9, -0.1, 0.4], [-0.6, -0.2, -0.7], [0.2, 0.5, -0.2], [0.0, 0.0, 0.2], [0.1, -0.2, -0.2], [0.4, 0.4, 0.0], [0.1, 0.1, -0.3], [0.0, -0.1, 0.0], [0.3, 0.4, 0.2], [0.0, 0.6, 0.0], [-0.1, -0.1, 0.0], [-0.3, 0.6, 0.8], [0.2, -0.8, -0.4], [-0.3, 0.9, 1.4], [-0.3, -0.2, -0.1], [0.7, 0.1, -0.1], [-0.3, -0.3, -0.2], [-0.6, 0.6, 0.2], [-0.1, 0.2, -0.5], [0.5, -0.2, -0.4], [0.2, 0.1, -0.2], [-0.3, 0.2, 0.4], [0.5, -0.3, -0.6], [0.0, -0.3, 0.0], [0.6, 0.2, -0.2], [-0.5, 0.6, 0.8], [-0.6, -0.1, 0.1], [0.1, -0.1, -0.3], [0.0, 0.0, 0.0], [0.3, 0.1, 0.2], [0.0, -0.2, -0.3], [0.2, -0.3, -0.1], [-0.1, 0.0, 0.3], [-0.2, -0.1, -0.1], [0.0, 0.0, -0.2], [0.2, 0.0, -0.2], [0.1, -0.1, 0.0], [0.5, 0.2, -0.1], [-0.7, -0.3, 0.4], [0.3, -0.3, -0.4], [-0.3, 0.0, -0.3], [0.1, 0.0, 0.0], [0.2, 0.3, -0.1], [0.1, 0.1, 0.4], [-0.1, 0.1, 0.1], [0.1, 0.2, 0.1], [0.3, -1.0, 0.0], [-0.6, 0.4, -0.3], [0.2, 0.3, 0.1], [0.2, 0.2, -0.2], [-0.3, 0.2, 0.3], [0.0, -0.1, -0.2], [0.1, 0.0, 0.2], [0.0, 0.4, 0.0], [0.1, -0.4, -0.3], [-0.5, 0.6, 0.2], [0.3, 0.1, 0.0], [-0.2, 0.3, 0.3], [0.0, -0.1, -0.1], [-0.3, -0.4, 0.1], [0.5, -0.6, -0.1], [0.2, 0.2, 0.2], [0.4, -0.2, -0.1], [-0.7, 0.5, -0.5], [0.1, -0.2, 0.1], [-0.1, -0.2, -0.2], [-0.1, 0.2, -0.1], [0.2, 0.0, 0.3], [0.1, -0.4, 0.2], [0.0, 0.4, -0.3], [-0.2, -0.4, 0.1], [-0.4, -0.2, 0.2], [0.3, 0.1, 0.1], [-0.1, -0.4, 0.0], [0.1, 0.1, 0.0], [0.2, 0.1, -0.1], [0.0, 0.1, 0.0], [-0.3, -0.9, -0.1], [-0.4, -0.1, 0.1], [1.0, 0.3, -0.9], [-0.2, -0.2, 0.1], [0.1, 0.0, 0.1], [0.0, 0.1, 0.0], [-0.4, 0.0, 0.7], [-0.2, 0.4, 0.1], [-0.2, 0.1, 0.1], [0.2, 0.1, 0.8], [-0.8, -0.2, -0.7], [0.1, 0.0, 0.3], [0.3, -0.1, -0.5], [0.3, 0.1, 0.0], [0.2, -0.1, 0.1], [0.0, 0.0, 0.0], [0.4, -0.1, 0.3], [-0.6, -0.2, -0.2], [-1.2, 0.8, 0.0], [0.3, -0.5, -0.1], [0.1, -0.1, -0.2], [0.0, -0.1, 0.0], [0.2, 0.4, 0.2], [0.8, -0.3, 0.0]]}